# 1
Here is a structure of composition C12H13Cl3F3N5O3Rh at a distorted geometry from the Open Molecules 2025 dataset. Energies are from the ωB97M-V functional and the def2-TZVPD basis.

Results
F_max   4.61 eV Å⁻¹
Total energy   -2755.06352 Eh
Frontier orbital gap (alpha / beta)   4.6662 / 4.5488 eV
HOMO level (alpha / beta)   -10.28 / -10.24 eV

ORCA input file:
```
! RIJCOSX wB97M-V def2-TZVPD def2/J DEFGRID3
* xyz 1 1
Rh 0.22 0.14 -0.08
C -1.18 -1.47 5.18
N -0.23 -0.88 4.25
C 0.67 0.10 4.81
C -0.37 -0.96 2.90
N 0.16 -0.12 2.09
N -1.09 -2.05 2.43
C -1.37 -2.42 1.14
N -2.09 -3.56 1.04
N -1.00 -1.75 0.10
H -0.74 -1.44 6.18
H -1.39 -2.52 4.97
H -2.11 -0.91 5.21
H 0.96 -0.23 5.81
H 0.22 1.09 4.90
H 1.58 0.17 4.21
H 0.57 0.70 2.51
H -1.42 -2.69 3.13
H -2.35 -4.12 1.83
H -2.30 -3.94 0.13
H -1.33 -2.16 -0.77
Cl -2.82 3.99 -5.52
C -2.31 3.35 -4.03
C -1.42 2.26 -4.00
C -1.03 1.75 -2.79
Cl 0.04 0.41 -2.66
C -1.52 2.26 -1.53
O -1.23 1.74 -0.43
C -2.40 3.40 -1.63
Cl -2.95 4.06 -0.16
C -2.78 3.91 -2.84
H -1.05 1.83 -4.91
H -3.46 4.75 -2.87
F 4.66 1.96 -1.06
C 4.27 1.18 -0.05
F 5.00 0.07 -0.07
F 4.55 1.82 1.09
C 2.75 0.88 -0.12
O 1.97 1.69 0.40
O 2.39 -0.18 -0.69
*
```

Results of the Mulliken charge analysis, in e, for atoms 1 through 4: 0.20, -1.03, 0.07, -1.17

# 2
Here is a cluster of 11 separate species, C39H44O31 in total at a distorted geometry from the Open Molecules 2025 dataset. Energies are from the ωB97M-V functional and the def2-TZVPD basis.

Results
F_max   4.08 eV Å⁻¹
Total energy   -3844.94318 Eh
Frontier orbital gap   8.3859 eV
Structure (SMILES)   O=C1C=CC(=O)C=C1.O=C1C=CC(=O)C=C1.O=C1OCCO1.O=C1OCCO1.O=C1OCCO1.O=C1OCCO1.O=C1OCCO1.O=C1OCCO1.O=C1OCCO1.O=C1OCCO1.O=C1OCCO1
HOMO level   -10.00 eV

ORCA input file:
```
! RIJCOSX wB97M-V def2-TZVPD def2/J DEFGRID3
* xyz 0 1
O -20.53 -2.12 19.45
C -20.77 -1.87 18.30
C -21.12 -2.86 17.29
C -21.29 -2.66 15.99
C -21.08 -1.28 15.47
O -21.28 -1.00 14.33
C -20.61 -0.26 16.49
C -20.45 -0.55 17.74
H -21.38 -3.82 17.73
H -21.59 -3.45 15.36
H -20.52 0.70 16.05
H -20.15 0.20 18.46
O -21.72 5.77 9.46
C -21.46 5.15 10.47
C -21.99 5.63 11.76
C -21.69 4.90 12.81
C -21.10 3.59 12.67
O -21.02 2.78 13.60
C -20.55 3.11 11.36
C -20.67 3.93 10.30
H -22.43 6.58 11.85
H -21.89 5.20 13.87
H -20.20 2.08 11.42
H -20.39 3.65 9.28
O -20.34 3.77 3.29
C -21.01 4.04 4.26
O -22.15 3.43 4.62
C -22.68 4.11 5.73
C -21.60 5.03 6.28
O -20.67 4.95 5.16
H -23.57 4.66 5.45
H -23.00 3.39 6.50
H -21.06 4.54 7.09
H -21.75 6.10 6.59
O -19.46 1.43 7.85
C -18.65 2.18 7.46
O -18.69 3.52 7.58
C -17.39 4.02 7.26
C -16.86 2.89 6.37
O -17.51 1.75 6.86
H -17.60 5.01 6.89
H -16.82 3.99 8.19
H -15.80 2.77 6.32
H -17.12 3.19 5.36
O -23.03 2.22 9.07
C -22.69 1.50 9.99
O -21.94 0.41 9.92
C -21.72 -0.13 11.27
C -22.80 0.58 12.07
O -23.03 1.78 11.28
H -21.99 -1.18 11.18
H -20.68 -0.04 11.55
H -22.52 0.78 13.06
H -23.67 -0.07 12.07
O -20.79 -3.72 9.97
C -20.55 -2.93 9.06
O -21.45 -2.03 8.58
C -20.94 -1.45 7.34
C -19.48 -1.87 7.42
O -19.44 -2.95 8.33
H -21.44 -1.91 6.52
H -21.06 -0.36 7.42
H -18.93 -1.02 7.83
H -19.15 -2.26 6.46
O -17.68 0.70 10.65
C -17.47 -0.40 11.06
O -18.39 -1.36 11.36
C -17.73 -2.29 12.20
C -16.34 -2.25 11.61
O -16.28 -0.87 11.29
H -17.69 -1.92 13.26
H -18.21 -3.26 12.20
H -16.11 -2.82 10.72
H -15.58 -2.54 12.30
O -18.24 6.26 8.68
C -19.01 7.13 9.12
O -19.31 7.41 10.41
C -20.20 8.57 10.33
C -20.70 8.59 8.96
O -19.72 7.87 8.23
H -20.99 8.38 11.07
H -19.58 9.49 10.67
H -20.81 9.62 8.54
H -21.63 8.03 8.81
O -25.42 6.76 11.25
C -25.35 5.85 10.54
O -25.99 4.69 10.70
C -25.76 3.79 9.56
C -24.78 4.53 8.72
O -24.75 5.90 9.33
H -25.34 2.85 9.91
H -26.74 3.54 9.02
H -25.12 4.71 7.65
H -23.76 4.14 8.72
O -23.81 5.97 15.73
C -24.72 6.60 15.33
O -24.57 7.90 14.90
C -25.81 8.53 14.51
C -26.70 7.28 14.35
O -26.02 6.24 15.13
H -26.12 9.25 15.27
H -25.71 9.06 13.57
H -26.87 6.90 13.34
H -27.67 7.41 14.74
O -23.62 0.57 18.14
C -23.30 1.48 17.39
O -23.96 1.74 16.24
C -23.52 3.04 15.72
C -22.47 3.53 16.77
O -22.36 2.39 17.64
H -22.97 2.88 14.74
H -24.43 3.59 15.58
H -22.77 4.40 17.32
H -21.54 3.82 16.32
*
```

Results of the Mulliken charge analysis, in e, for atoms 1 through 4: -0.57, 0.40, -0.33, -0.51